# 1
Below is a molecular structure, C13H24I2O4S2TiTm at a distorted geometry, with properties calculated with ωB97M-V with the def2-TZVPD basis set.

Calculated values
- E_HOMO (alpha / beta): -21.4 / -22.5 eV
- Frontier orbital gap (alpha / beta): 0.1518 / 0.2010 hartree
- Max |F|: 0.118 Eh/bohr

ORCA input file:
```
! RIJCOSX wB97M-V def2-TZVPD def2/J DEFGRID3
* xyz 4 4
I -1.89 2.35 1.88
I -3.59 0.55 -0.59
Ti -1.38 -0.85 -1.23
Tm 0.34 0.60 1.12
S -1.05 -1.59 0.84
S 0.10 0.90 -1.41
C 1.56 -1.59 1.38
C -2.31 -2.84 2.09
C 0.37 2.71 -2.49
C -3.48 -3.19 1.21
C -1.45 -4.04 2.44
C -2.64 -1.94 3.25
C -0.92 2.88 -3.25
C 1.56 2.44 -3.40
C 0.59 3.79 -1.46
C -1.54 -3.03 -1.51
C -0.15 -1.43 -2.97
O 2.07 -2.62 1.29
O -1.30 -4.17 -1.54
O 0.70 -1.72 -3.69
H -3.18 -3.73 0.31
H -4.02 -2.28 0.88
H -4.17 -3.83 1.79
H -1.14 -4.59 1.54
H -2.05 -4.73 3.05
H -0.54 -3.76 3.00
H -1.74 -1.65 3.80
H -3.30 -2.47 3.95
H -3.14 -1.02 2.92
H -0.86 3.78 -3.88
H -1.78 2.96 -2.57
H -1.12 2.02 -3.90
H 1.76 3.34 -4.00
H 1.37 1.59 -4.06
H 2.47 2.22 -2.84
H 0.75 4.74 -1.98
H 1.45 3.61 -0.82
H -0.28 3.89 -0.79
C 4.31 1.09 2.07
C 3.64 1.86 0.97
O 2.42 1.19 0.52
H 3.60 0.68 2.80
H 4.99 1.76 2.60
H 4.91 0.27 1.68
H 3.32 2.85 1.32
H 4.29 1.96 0.10
H 2.41 1.04 -0.44
*
```

=====

# 2
Below is a molecular structure, C13H24In2O15 at a distorted geometry, with properties calculated with ωB97M-V with the def2-TZVPD basis set.

Calculated values
- E_HOMO: -20.5 eV
- Frontier orbital gap: 0.0591 hartree
- Max |F|: 0.077 Eh/bohr

ORCA input file:
```
! RIJCOSX wB97M-V def2-TZVPD def2/J DEFGRID3
* xyz 4 1
In -0.91 -2.04 -4.48
In 3.17 1.18 -3.06
C 1.20 -1.43 -1.86
O 1.51 -0.44 -1.19
O 1.75 -1.68 -2.91
O 0.13 -2.06 -1.68
C 0.88 6.18 -2.31
O -0.22 5.34 -1.82
C 0.08 4.05 -1.61
O 1.05 3.44 -2.07
O -0.82 3.56 -0.82
C -0.96 2.21 -0.39
H 1.70 5.70 -2.85
H 1.28 6.90 -1.60
H 0.41 6.86 -3.02
H -0.06 1.73 0.00
H -1.38 1.54 -1.13
H -1.63 2.21 0.47
C 1.26 -3.97 0.96
O 1.66 -3.87 2.35
C 0.70 -4.09 3.29
O -0.48 -4.16 2.99
O 1.19 -3.92 4.54
C 0.28 -3.95 5.67
H 2.22 -4.04 0.45
H 0.78 -3.02 0.70
H 0.60 -4.73 0.53
H 0.77 -3.30 6.39
H 0.03 -4.98 5.94
H -0.68 -3.51 5.41
C -5.68 -1.49 -3.39
O -5.22 -1.50 -2.04
C -3.86 -1.56 -1.76
O -2.94 -1.32 -2.53
O -3.70 -1.76 -0.54
C -2.42 -2.12 -0.03
H -6.37 -2.33 -3.47
H -4.85 -1.70 -4.05
H -6.11 -0.55 -3.75
H -1.92 -2.94 -0.54
H -2.54 -2.47 0.99
H -1.74 -1.26 -0.09
C 2.99 -0.24 1.44
O 2.68 1.08 1.94
C 2.76 2.09 1.09
O 2.88 2.05 -0.13
O 2.56 3.20 1.81
C 2.28 4.47 1.18
H 3.47 -0.72 2.30
H 3.67 -0.24 0.59
H 2.04 -0.75 1.29
H 1.92 5.26 1.84
H 1.53 4.23 0.43
H 3.04 4.88 0.52
*
```

=====

# 3
Below is a molecular structure, C13H24N6NaOTa at a distorted geometry, with properties calculated with ωB97M-V with the def2-TZVPD basis set.

Calculated values
- E_HOMO (alpha / beta): -15.6 / -15.6 eV
- Frontier orbital gap (alpha / beta): 0.2746 / 0.2746 hartree
- Max |F|: 0.078 Eh/bohr

ORCA input file:
```
! RIJCOSX wB97M-V def2-TZVPD def2/J DEFGRID3
* xyz 2 1
N 0.02 -0.92 1.84
C -0.20 -1.60 2.83
O -0.45 -2.33 3.72
Na -0.29 -2.09 -1.34
Ta 0.12 0.46 0.44
N -1.58 0.37 -0.56
N 1.28 -0.53 -0.82
C -2.84 0.71 0.19
C 2.49 -1.43 -0.85
C -3.58 -0.60 0.44
C -3.72 1.65 -0.64
C -2.49 1.39 1.50
C 2.64 -2.06 -2.24
C 3.74 -0.62 -0.52
C 2.27 -2.54 0.18
H -3.90 -1.07 -0.50
H -4.47 -0.42 1.06
H -2.94 -1.32 0.97
H -3.16 2.53 -0.98
H -4.56 2.01 -0.02
H -4.16 1.16 -1.52
H -1.83 0.75 2.13
H -3.42 1.54 2.06
H -2.03 2.38 1.34
H 1.80 -2.73 -2.51
H 3.54 -2.70 -2.25
H 2.77 -1.30 -3.02
H 3.95 0.12 -1.31
H 4.61 -1.28 -0.46
H 3.65 -0.08 0.42
H 2.01 -2.16 1.18
H 3.20 -3.12 0.27
H 1.49 -3.26 -0.14
C 1.32 0.64 -1.79
H 0.64 1.48 -1.44
H 2.34 1.05 -1.89
H 0.97 0.36 -2.79
C -1.85 -0.15 -1.94
H -2.45 0.58 -2.51
H -0.93 -0.27 -2.54
H -2.40 -1.11 -1.90
N 0.72 2.04 1.48
C 1.16 2.81 2.28
N 1.29 3.68 3.17
C 2.24 3.85 4.08
N 3.00 4.10 4.93
*
```

=====

Question: Look up the max |F| of the third one.
Answer: 0.078 Eh/bohr